<1>
{"formula": "C5H6N2O", "method": "ωB97M-V/def2-TZVPD", "e_lumo_ev": 0.89, "smiles": "c1n[nH]c2c1OCC2", "gap_ev": 9.032, "e_homo_ha": -0.2992, "species": ["H", "H", "C", "C", "C", "H", "N", "N", "H", "H", "C", "H", "C", "O"], "xyz": [[2.50518, -0.63553, -0.56147], [-2.02072, 1.77850, 0.10180], [-0.32203, 0.55324, -0.36732], [1.02334, 1.00700, -0.01002], [-1.65071, -1.26049, 0.11901], [-2.06352, -2.18606, -0.29302], [-1.62588, 0.93815, -0.03758], [-2.46874, -0.17235, 0.09022], [1.29945, 1.63210, 0.84471], [1.60035, 1.46660, -0.74189], [1.60099, -0.44176, 0.11701], [1.90682, -0.52655, 1.12537], [-0.45595, -0.77203, -0.29417], [0.67142, -1.38082, -0.09268]], "lowdin_charge": [0.1532, 0.0930, -0.1538, -0.0556, -0.0512, 0.1248, 0.0615, 0.0609, 0.1240, 0.0787, -0.1966, 0.1078, -0.3673, 0.0204]}

***

<2>
{"formula": "C5H6N2O", "method": "ωB97M-V/def2-TZVPD", "e_lumo_ev": 0.77, "smiles": "C1=NC[C@@H]2ONC=C12", "gap_ev": 9.105, "e_homo_ha": -0.3063, "species": ["N", "C", "C", "C", "N", "C", "H", "H", "H", "O", "H", "H", "C", "H"], "xyz": [[-2.06055, 0.05904, -0.17247], [1.24609, -1.03068, -0.29429], [-0.05809, 0.78522, 0.47682], [0.00893, -0.71952, 0.50488], [2.17546, 0.07916, -0.27042], [1.48030, 1.06178, 0.05194], [-1.67936, 2.15960, -0.33648], [1.17766, -1.34522, -1.30064], [-2.43251, 0.10055, -1.21808], [-1.28005, -1.10008, -0.01779], [1.87370, 2.12484, -0.08934], [1.44855, -1.84427, 0.46445], [-1.21531, 1.17985, -0.05238], [0.27642, -1.02212, 1.60093]], "lowdin_charge": [-0.0350, -0.1892, -0.1101, -0.3089, 0.0563, -0.1155, 0.1411, 0.1131, 0.1814, -0.0789, 0.1231, 0.1273, -0.0801, 0.1754]}

***

<3>
{"formula": "C5H6N2O", "method": "ωB97M-V/def2-TZVPD", "e_lumo_ev": 0.68, "gap_ev": 9.926, "e_homo_ha": -0.3399, "species": ["C", "H", "C", "C", "C", "N", "C", "H", "H", "O", "H", "H", "H", "N"], "xyz": [[1.19364, 1.20991, -1.85826], [-1.61936, -1.80481, 0.48179], [-1.59492, 0.47897, 0.48605], [-1.04428, -0.84545, 0.57544], [0.00893, -1.42663, 1.40128], [0.62159, 0.50331, -0.72483], [1.11280, -1.83019, 1.73465], [0.92811, -0.05129, 0.12240], [-2.56671, 0.47716, 0.17379], [2.24216, 2.00816, -1.89082], [0.48762, 1.39047, -2.72989], [2.20210, -1.89610, 2.09716], [-1.22393, 1.74069, 0.83285], [-0.74776, 0.04578, -0.70160]], "lowdin_charge": [-0.2107, 0.1521, -0.1073, -0.2861, -0.1221, 0.0035, 0.1103, 0.1099, 0.0522, -0.0930, 0.1309, 0.0880, 0.2256, -0.0532]}

***

Energy above the most stable structure, in eV: <1> 0.000; <2> 1.452; <3> 4.036

***

<1>
{"formula": "C5H6N2O", "method": "ωB97M-V/def2-TZVPD", "e_lumo_ev": [-0.36, -0.32], "gap_ev": [8.325, 8.396], "e_homo_ha": [-0.3192, -0.3202], "species": ["H", "H", "C", "O", "H", "H", "H", "N", "C", "C", "N", "H", "C", "C"], "xyz": [[1.52216, -2.07511, -0.30901], [-1.23761, -1.86179, -0.28593], [-1.05214, -0.86576, 0.21420], [-1.83657, 0.06876, -0.50051], [-1.29117, 2.08735, -0.62512], [-2.31028, 1.60846, 0.95061], [-1.53496, -0.98816, 1.21867], [0.26891, -0.49483, 0.22716], [2.32582, 0.03871, -0.29675], [1.45471, -1.01650, -0.25802], [1.72900, 1.19960, 0.12046], [3.24175, 0.12438, -0.78154], [0.50411, 0.82355, 0.36731], [-1.78374, 1.35134, -0.04152]], "lowdin_charge": [0.1006, 0.1598, -0.2091, -0.1390, 0.0583, 0.1173, 0.1448, -0.0948, -0.1610, -0.0574, 0.0611, 0.0751, -0.1210, 0.0652]}

***

<2>
{"formula": "C5H6N2O", "method": "ωB97M-V/def2-TZVPD", "e_lumo_ev": 0.72, "smiles": "C[C@H]1N=CO[C@H]1C#N", "gap_ev": 11.000, "e_homo_ha": -0.3778, "species": ["N", "C", "H", "C", "H", "C", "N", "H", "H", "C", "H", "H", "C", "O"], "xyz": [[2.90591, -0.88345, 0.29658], [-0.68463, -1.38393, 0.54973], [-1.06937, -0.65405, -1.31020], [2.02827, -0.33116, -0.21150], [0.18563, -1.98523, 0.26357], [-0.65838, 1.91528, 0.35866], [-1.49311, 0.95642, 0.14591], [-0.74461, -1.19041, 1.60516], [-0.90635, 2.88064, 0.84621], [0.90557, 0.51022, -0.68444], [-1.49298, -2.05674, 0.15343], [1.03772, 0.54888, -1.72349], [-0.68668, -0.12460, -0.37226], [0.67301, 1.79815, 0.08263]], "lowdin_charge": [0.1703, -0.0663, 0.1435, -0.1695, 0.0606, -0.2013, 0.0925, 0.0724, 0.1459, -0.1215, 0.0868, 0.1114, -0.2958, -0.0289]}

***

Energy above the most stable structure, in eV: <1> 2.764; <2> 0.000

***

<1>
{"formula": "C3H5NOS", "method": "ωB97M-V/def2-TZVPD", "e_lumo_ev": [0.17, 0.17], "gap_ev": [8.472, 8.473], "e_homo_ha": [-0.3050, -0.3050], "species": ["C", "C", "H", "H", "S", "H", "O", "C", "N", "H", "H"], "xyz": [[-1.00267, -0.23993, 0.69667], [1.21102, -0.74714, -0.11676], [-1.19149, 2.53520, -1.59566], [-1.99271, -0.22155, 1.14866], [-1.04710, 0.21655, -1.00016], [1.38586, -1.89725, -0.33617], [0.53130, -0.36502, -1.22039], [0.22542, -0.56785, 1.12079], [-0.84504, 2.26217, -0.71399], [2.22228, -0.13514, -0.09679], [0.50314, -0.84003, 2.11380]], "lowdin_charge": [-0.3337, -0.2878, -0.1692, 0.0813, 1.0271, 0.1517, -0.4466, -0.0737, -0.1979, 0.1546, 0.0942]}

***

<2>
{"formula": "C3H5NOS", "method": "ωB97M-V/def2-TZVPD", "e_lumo_ev": -0.17, "smiles": "C/C=N\\SC=O", "gap_ev": 9.197, "e_homo_ha": -0.3442, "species": ["C", "C", "H", "H", "S", "H", "N", "C", "H", "H", "O"], "xyz": [[0.78614, -0.99892, -0.42274], [-1.77025, 0.60223, 0.08776], [1.02224, 1.33672, -0.25459], [2.30411, 0.05057, 0.69190], [-1.87007, -1.13165, 0.02173], [1.56197, -1.52086, -0.99500], [-0.27268, -1.61334, -0.52287], [1.34912, 0.32799, 0.28700], [-2.51202, 1.27642, 0.94195], [0.61841, 0.38828, 1.01535], [-1.21698, 1.28257, -0.85050]], "lowdin_charge": [-0.2946, -0.6024, 0.1211, 0.0621, 0.9070, 0.1032, -0.2856, -0.0422, 0.1575, 0.0032, -0.1292]}

***

<3>
{"formula": "C3H5NOS", "method": "ωB97M-V/def2-TZVPD", "e_lumo_ev": 0.74, "smiles": "C=CS/C=N\\O", "gap_ev": 9.958, "e_homo_ha": -0.3387, "species": ["H", "S", "O", "H", "H", "C", "C", "H", "N", "H", "C"], "xyz": [[-2.91962, -0.66385, -0.90739], [0.24720, -0.73151, -0.38198], [3.10585, -0.70024, 0.29178], [-3.23766, 0.33878, 0.60338], [1.12705, 1.47380, -0.93335], [-2.49248, -0.12449, -0.02969], [1.44536, 0.57073, -0.38864], [2.34187, -1.31497, 0.32199], [2.68287, 0.49057, -0.12336], [-1.07320, 0.61447, 1.23065], [-1.22725, 0.04672, 0.31660]], "lowdin_charge": [0.0751, 0.8984, -0.0687, 0.0545, 0.0857, -0.0668, -0.4998, 0.0321, -0.0836, 0.0669, -0.4938]}

***

Energy above the most stable structure, in eV: <1> 2.295; <2> 0.227; <3> 0.000

***

<1>
{"formula": "C3H5NOS", "method": "ωB97M-V/def2-TZVPD", "e_lumo_ev": 0.65, "smiles": "S=C1CCON1", "gap_ev": 9.131, "e_homo_ha": -0.3116, "species": ["S", "C", "O", "H", "H", "H", "N", "C", "H", "C", "H"], "xyz": [[2.71332, -0.24732, 0.01622], [1.09259, -0.22309, -0.07895], [-0.99473, -1.09365, -0.24482], [-1.25837, 0.18043, 1.34689], [0.71245, -2.28948, -0.11558], [-2.07392, 0.65588, -0.23136], [0.32636, -1.33525, 0.05645], [-1.15525, 0.23644, 0.25504], [0.02231, 1.39092, -1.17848], [0.13095, 0.93342, -0.18956], [0.48428, 1.79171, 0.36415]], "lowdin_charge": [0.6357, -0.8691, -0.1032, 0.1270, 0.1758, 0.1400, -0.0270, -0.1702, 0.1251, -0.1465, 0.1125]}

***

<2>
{"formula": "C3H5NOS", "method": "ωB97M-V/def2-TZVPD", "e_lumo_ev": -0.25, "smiles": "CN=C=O.C=S", "gap_ev": 8.217, "e_homo_ha": -0.3110, "species": ["H", "C", "C", "N", "H", "C", "H", "H", "S", "H", "O"], "xyz": [[0.93822, 1.08585, -0.62797], [0.16241, -0.01636, 1.29877], [-0.61119, -1.77714, -0.43813], [-0.18393, -0.37589, 0.16429], [0.20881, -2.52342, -0.31777], [0.56627, 2.07443, -0.53521], [0.75450, 2.45834, -1.38068], [-0.67786, -1.61585, -1.52663], [-0.16100, 2.49336, 0.82281], [-1.48226, -2.11882, 0.12146], [0.48602, 0.31548, 2.41906]], "lowdin_charge": [-0.0131, -0.4605, -0.0192, -0.0101, 0.0762, -0.4660, -0.0641, 0.0698, 0.7916, 0.0699, 0.0255]}

***

Energy above the most stable structure, in eV: <1> 0.000; <2> 1.241